Density functional theory data (ωB97M-V/def2-TZVPD) for C54H60N5O3PbSe as an isolated structure.

Computed properties:
Total charge: -1
Relative energy (zero: lowest compared OMol25 entry of this formula, charge and spin), kJ/mol: 10.6

```
124
Properties=species:S:1:pos:R:3:forces:R:3:lowdin_charge:R:1
Pb -0.761 -1.905 0.632 -0.05 -0.19 -0.03 1.467
C 0.162 3.404 -5.420 0.01 -0.02 0.02 -0.072
C 1.428 2.573 -5.211 0.01 0.00 0.01 -0.563
C 2.583 3.539 -4.907 -0.01 -0.01 0.00 -0.053
C 1.731 1.826 -6.518 0.00 -0.02 0.01 -0.056
C 1.275 1.575 -4.064 0.05 0.00 -0.03 -0.193
C 0.125 1.456 -3.305 -0.02 -0.03 0.01 -0.090
C 0.042 0.547 -2.255 -0.04 0.07 0.04 -0.409
Se -1.581 0.491 -1.234 0.09 0.03 0.04 1.086
C -1.161 1.741 0.173 -0.06 0.00 -0.02 -0.392
C -0.928 3.070 -0.159 0.03 -0.05 -0.02 -0.070
C -0.736 4.028 0.819 -0.02 0.04 0.03 -0.188
C -0.902 3.616 2.148 0.00 0.01 -0.03 0.002
C -1.162 2.310 2.525 0.01 -0.04 -0.03 -0.089
C -1.195 1.297 1.511 0.07 -0.10 -0.06 -0.408
O -1.261 0.033 1.828 -0.12 0.14 0.12 -0.331
C -1.502 1.948 3.976 -0.01 -0.02 0.00 -0.527
C -0.502 0.951 4.585 -0.05 0.02 -0.03 -0.049
C -1.521 3.188 4.873 0.01 -0.01 0.05 -0.081
C -2.907 1.321 4.013 0.03 0.01 -0.01 -0.035
C -0.406 5.486 0.504 0.01 0.01 0.00 -0.562
C -1.520 6.404 1.026 0.01 -0.01 0.01 -0.055
C 0.920 5.869 1.179 -0.01 0.00 -0.01 -0.055
C -0.256 5.726 -0.999 0.00 -0.01 0.01 -0.075
C 1.109 -0.315 -1.904 -0.12 -0.12 -0.02 -0.414
O 1.012 -1.179 -0.948 0.16 0.16 0.00 -0.308
C 2.303 -0.193 -2.697 0.00 -0.01 0.02 -0.087
C 2.341 0.730 -3.724 -0.04 0.04 -0.03 0.004
C 3.519 -1.055 -2.354 0.00 -0.02 0.00 -0.524
C 4.688 -0.830 -3.316 0.00 -0.01 0.02 -0.078
C 3.162 -2.550 -2.408 0.01 0.02 0.00 -0.045
C 3.997 -0.691 -0.940 0.00 -0.01 0.00 -0.032
H 0.312 4.103 -6.247 0.00 0.00 0.00 0.080
H -0.694 2.771 -5.665 0.00 0.01 0.01 0.085
H -0.085 3.984 -4.528 -0.01 0.00 -0.01 0.079
H 2.715 4.252 -5.727 0.00 0.00 0.01 0.078
H 2.378 4.097 -3.991 0.01 0.00 0.00 0.083
H 3.524 3.003 -4.768 0.00 0.01 -0.01 0.074
H 1.859 2.531 -7.345 0.00 0.00 0.00 0.077
H 2.644 1.233 -6.434 -0.01 0.01 -0.01 0.073
H 0.912 1.147 -6.765 0.01 0.00 -0.01 0.086
H -0.743 2.068 -3.511 0.00 0.01 0.01 0.084
H -0.883 3.328 -1.209 -0.01 0.00 0.00 0.085
H -0.839 4.372 2.922 0.01 -0.03 -0.04 0.087
H 0.516 1.350 4.544 0.00 -0.01 0.00 0.078
H -0.752 0.777 5.637 0.00 0.01 -0.01 0.080
H -0.541 0.000 4.060 0.02 0.01 -0.01 0.068
H -0.533 3.651 4.944 -0.02 0.01 0.01 0.081
H -2.231 3.937 4.514 0.01 -0.01 0.02 0.082
H -1.825 2.892 5.879 0.00 0.01 0.01 0.079
H -2.942 0.424 3.397 -0.01 -0.01 -0.01 0.073
H -3.172 1.046 5.038 0.00 0.00 0.01 0.080
H -3.652 2.032 3.645 0.02 0.00 0.00 0.089
H -1.657 6.290 2.103 0.00 0.01 -0.01 0.073
H -1.282 7.453 0.825 0.00 -0.01 0.00 0.077
H -2.468 6.165 0.541 0.00 0.00 0.01 0.087
H 0.866 5.740 2.261 0.00 0.00 0.00 0.074
H 1.730 5.240 0.805 0.00 0.00 0.01 0.088
H 1.168 6.915 0.973 0.00 0.00 0.00 0.077
H -1.189 5.526 -1.531 0.01 -0.01 0.00 0.084
H 0.017 6.768 -1.180 0.00 0.00 0.00 0.080
H 0.524 5.090 -1.426 -0.01 0.02 0.00 0.082
H 3.251 0.811 -4.308 -0.02 0.00 0.01 0.088
H 4.419 -1.082 -4.344 0.02 0.00 0.00 0.083
H 5.041 0.204 -3.292 0.00 -0.01 -0.01 0.080
H 5.522 -1.471 -3.019 0.00 0.00 0.00 0.079
H 2.833 -2.826 -3.415 0.00 0.00 0.00 0.086
H 4.041 -3.155 -2.160 0.00 0.00 0.00 0.079
H 2.365 -2.776 -1.701 0.00 0.00 -0.02 0.051
H 4.363 0.339 -0.917 0.00 0.00 -0.01 0.092
H 3.170 -0.781 -0.238 0.02 0.00 0.01 0.062
H 4.811 -1.354 -0.627 -0.01 0.00 0.00 0.082
C -5.417 -2.952 -1.033 0.05 -0.01 -0.01 -0.046
C -3.925 -2.926 -0.847 -0.09 -0.02 0.11 -0.292
N -3.347 -2.874 0.302 0.10 0.17 -0.09 -0.017
N -4.120 -2.823 1.412 -0.18 0.00 0.01 0.035
C -3.388 -2.778 2.532 0.08 -0.12 -0.08 -0.497
O -2.144 -2.850 2.646 -0.04 0.02 0.02 -0.159
C -4.203 -2.628 3.792 0.03 0.07 0.05 -0.141
C -3.528 -2.438 4.994 -0.01 -0.01 -0.01 -0.034
C -4.231 -2.256 6.177 0.00 0.01 -0.02 -0.096
C -5.619 -2.266 6.169 0.02 -0.01 -0.01 -0.113
C -6.298 -2.458 4.973 0.00 0.00 0.00 -0.100
C -5.595 -2.636 3.791 0.00 0.00 -0.02 -0.039
C -3.055 -2.907 -2.044 0.11 -0.01 0.01 -0.244
C -3.592 -2.863 -3.333 -0.06 0.00 0.00 -0.025
C -2.742 -2.787 -4.423 0.02 0.01 -0.01 -0.073
C -1.373 -2.757 -4.218 0.00 0.01 -0.02 -0.058
C -0.916 -2.816 -2.909 -0.09 -0.02 0.03 -0.138
N -1.726 -2.899 -1.860 0.09 -0.03 -0.04 0.043
H -5.892 -2.949 -0.057 0.00 0.00 0.01 0.051
H -5.750 -2.076 -1.595 -0.02 -0.01 0.01 0.079
H -5.732 -3.842 -1.584 0.00 0.01 -0.01 0.077
H -2.446 -2.426 4.971 0.00 0.00 0.00 0.111
H -3.695 -2.098 7.105 0.00 0.00 0.00 0.094
H -6.170 -2.119 7.091 0.00 0.00 0.00 0.090
H -7.382 -2.462 4.961 0.00 0.00 0.00 0.092
H -6.108 -2.773 2.849 0.00 0.00 0.01 0.096
H -4.663 -2.871 -3.478 0.02 0.01 0.01 0.097
H -3.150 -2.738 -5.426 0.00 0.00 0.00 0.101
H -0.672 -2.670 -5.036 -0.01 -0.01 0.00 0.101
H 0.144 -2.774 -2.682 0.00 0.02 0.01 0.096
C 3.189 -0.022 2.941 0.02 0.03 0.02 -0.029
C 1.942 -0.460 2.467 -0.02 -0.07 0.01 -0.099
N 1.754 -1.648 1.937 0.09 0.08 0.04 0.089
C 2.813 -2.468 1.797 -0.03 0.02 -0.03 -0.160
C 4.098 -2.127 2.249 -0.14 -0.02 -0.04 -0.165
C 4.263 -0.865 2.845 0.02 0.00 0.01 -0.017
C 5.188 -3.037 2.052 0.05 -0.01 0.01 -0.033
C 5.009 -4.210 1.412 0.08 -0.02 0.01 -0.033
C 3.721 -4.580 0.902 -0.17 0.09 0.00 -0.154
C 3.498 -5.769 0.187 0.06 0.01 0.01 -0.022
C 2.248 -6.039 -0.299 -0.03 -0.04 -0.05 -0.050
C 1.220 -5.112 -0.066 0.07 0.07 0.01 -0.121
N 1.398 -3.998 0.606 -0.03 -0.12 0.05 0.091
C 2.622 -3.724 1.093 0.01 0.02 -0.03 -0.150
H 3.279 0.965 3.373 0.00 0.00 -0.01 0.106
H 1.068 0.179 2.521 0.02 -0.01 -0.01 0.088
H 5.243 -0.567 3.200 0.00 0.00 0.00 0.114
H 6.168 -2.749 2.417 0.00 -0.01 0.00 0.111
H 5.839 -4.889 1.255 0.00 0.01 0.00 0.109
H 4.323 -6.452 0.021 0.00 0.00 0.00 0.113
H 2.043 -6.941 -0.860 0.01 0.00 0.00 0.101
H 0.222 -5.283 -0.457 -0.01 -0.01 0.03 0.114
```
Forces are in eV/Å.


Density functional theory data (ωB97M-V/def2-TZVPD) for a 6-piece molecular cluster, C54H62F8IN4O12 overall at a distorted geometry.

Computed properties:
Total charge: +1
Energy, eV: -117358.5628

```
141
Properties=species:S:1:pos:R:3:forces:R:3:lowdin_charge:R:1
C -2.280 -1.582 5.536 0.03 -0.69 -0.70 -0.102
C -1.243 -2.692 5.213 0.41 0.97 0.26 -0.241
C 0.004 -2.071 4.557 0.34 -0.49 -0.88 -0.205
C -0.256 -1.594 3.072 0.10 0.13 1.81 -0.159
C 0.740 -0.438 2.832 -0.59 -0.56 0.18 -0.172
C 0.835 0.184 1.405 0.10 -1.18 -0.53 -0.338
C 0.967 -1.115 0.481 0.49 0.32 -0.25 -0.172
C -0.154 -2.008 -0.157 -0.29 0.01 -0.14 -0.175
C -1.685 -1.942 0.000 -0.44 -1.49 -0.73 -0.188
C -2.238 -3.048 -1.007 -1.08 1.27 0.89 -0.182
C -2.235 -2.724 -2.510 -0.06 -0.96 -0.50 -0.290
N -3.589 -2.718 -3.128 0.87 0.13 0.62 0.002
N -0.264 1.090 1.030 0.56 0.36 -0.33 0.012
C -1.034 1.613 2.136 -0.30 0.00 1.09 -0.101
C -1.990 2.786 1.959 -0.65 0.02 1.36 -0.229
O -3.007 2.677 1.009 0.66 0.25 -0.76 0.029
C -1.290 4.177 1.932 -0.96 -0.65 0.05 -0.593
F -1.645 4.884 2.994 -0.15 0.34 0.81 0.159
F -1.613 4.902 0.891 0.10 0.37 -1.07 0.191
F 0.056 4.083 1.993 0.80 -0.15 -0.22 0.124
C -0.125 1.860 -0.203 1.17 0.00 -1.34 -0.215
C -0.808 1.381 -1.505 -0.16 0.50 -0.33 -0.139
C -2.293 1.719 -1.628 0.00 0.35 -0.96 -0.167
C -2.458 3.268 -1.818 0.55 -1.44 -0.80 -0.278
O -3.806 3.630 -1.802 -0.30 0.11 0.22 -0.041
C 1.369 1.974 -0.709 -2.07 -0.48 -0.53 -0.049
N 2.280 2.137 0.452 -0.77 -0.36 -0.67 0.038
C 3.552 2.680 -0.037 0.78 2.48 -1.13 -0.451
F 3.269 3.993 -0.257 -0.75 0.20 -0.17 0.155
F 4.547 2.758 0.806 0.13 -1.24 1.27 0.168
C 4.112 2.218 -1.433 1.60 0.12 -0.59 -0.622
F 5.402 2.487 -1.408 1.01 0.22 0.60 0.205
F 3.652 2.935 -2.433 -1.39 0.45 -0.35 0.203
F 4.004 0.958 -1.738 -0.89 -1.39 0.12 0.165
C 2.238 0.985 1.412 0.56 -0.52 2.76 -0.501
I 3.962 -0.377 1.257 -0.17 0.17 -0.74 1.247
C 2.497 1.726 2.824 0.40 -0.22 -0.11 -0.155
C 3.492 1.029 3.784 -1.93 -0.31 -0.22 -0.385
N 4.556 1.560 4.122 1.49 1.12 0.48 0.116
H -1.786 -0.668 5.888 -0.15 -0.22 0.09 0.071
H -2.819 -1.349 4.605 -0.04 0.17 0.40 0.060
H -3.010 -1.938 6.269 0.10 0.23 -0.11 0.072
H -0.955 -3.185 6.150 0.00 -0.05 -0.31 0.106
H -1.650 -3.437 4.520 -0.10 0.01 0.29 0.110
H 0.410 -1.233 5.145 -0.31 -0.20 0.06 0.109
H 0.819 -2.807 4.475 -0.18 0.15 0.33 0.097
H -0.090 -2.485 2.464 -0.25 0.38 -0.32 0.111
H -1.304 -1.274 3.076 0.21 0.01 -0.68 0.088
H 0.540 0.252 3.657 0.07 0.22 -0.40 0.102
H 1.712 -0.895 3.081 -0.10 0.31 -0.35 0.089
H 1.540 -1.811 1.108 -0.04 0.32 -0.27 0.059
H 1.666 -0.862 -0.334 -0.35 -0.10 0.12 0.060
H 0.085 -3.048 0.124 0.08 0.38 0.05 0.114
H 0.002 -2.023 -1.249 0.11 0.31 0.31 0.100
H -2.189 -0.996 -0.192 0.35 0.23 -0.22 0.089
H -2.084 -2.300 0.959 0.60 0.33 0.14 0.093
H -1.778 -4.016 -0.769 0.11 0.29 -0.18 0.108
H -3.299 -3.161 -0.723 0.27 -0.14 -0.19 0.106
H -1.706 -3.544 -3.017 0.05 0.36 0.08 0.084
H -1.713 -1.807 -2.807 0.30 0.07 0.50 0.090
H -3.393 -2.675 -4.123 -0.33 0.00 -0.13 0.059
H -4.041 -1.832 -2.920 -0.02 -0.34 -0.06 0.026
H -1.630 0.795 2.575 0.06 0.23 -0.29 0.135
H -0.402 1.950 2.981 -0.15 -0.11 -0.32 0.115
H -2.528 2.835 2.924 0.69 -0.09 0.06 0.165
H -3.770 2.275 1.422 -0.26 -0.03 0.08 0.125
H -0.422 2.920 -0.156 -0.21 -0.49 0.90 0.127
H -0.512 0.374 -1.825 -0.34 -0.14 0.55 0.114
H -0.350 2.013 -2.299 -0.08 -0.20 0.26 0.125
H -2.965 1.307 -0.875 0.39 0.20 0.18 0.099
H -2.633 1.296 -2.588 0.04 -0.10 0.21 0.120
H -2.041 3.476 -2.826 0.06 0.06 0.31 0.125
H -1.848 3.841 -1.114 -0.70 0.07 0.07 0.091
H -4.259 2.969 -2.345 -0.08 0.32 0.12 0.095
H 1.568 1.107 -1.342 0.65 -0.11 0.58 0.135
H 1.392 2.843 -1.372 0.39 0.00 0.47 0.150
H 1.822 2.908 0.964 0.30 0.08 0.07 0.177
H 1.568 1.990 3.340 -0.02 -0.39 -0.22 0.105
H 2.962 2.714 2.654 -0.03 -0.39 -0.21 0.111
H 3.281 0.066 4.254 -0.47 -0.01 -0.33 0.092
H 4.632 2.468 3.658 0.47 0.08 0.15 0.057
C -0.001 -4.728 -5.319 -0.06 -0.05 0.04 0.016
C 0.883 -5.632 -5.730 -0.10 -0.02 0.07 0.026
C 2.111 -5.229 -6.459 -0.04 0.09 -0.01 -0.385
O 2.914 -6.051 -6.835 0.13 -0.16 -0.04 0.119
C 2.315 -3.782 -6.710 0.04 0.07 -0.01 0.030
C 1.430 -2.879 -6.298 -0.22 -0.17 0.16 0.015
C 0.205 -3.282 -5.570 0.04 -0.05 -0.07 -0.374
O -0.603 -2.455 -5.192 -0.02 0.04 -0.01 0.084
H -0.904 -5.003 -4.786 -0.02 0.02 -0.02 0.115
H 0.751 -6.692 -5.556 0.04 -0.01 -0.03 0.124
H 3.215 -3.505 -7.242 -0.01 0.01 -0.02 0.118
H 1.563 -1.825 -6.472 -0.02 0.02 0.01 0.085
C -1.584 4.933 8.929 -0.06 -0.12 -0.01 0.031
C -1.961 3.892 8.189 -0.02 -0.01 0.07 0.021
C -1.642 3.824 6.745 -0.04 -0.03 0.02 -0.386
O -1.985 2.876 6.065 0.05 -0.06 -0.12 0.081
C -0.889 4.953 6.155 0.09 0.05 0.00 0.013
C -0.511 5.994 6.891 0.02 -0.03 -0.12 0.032
C -0.829 6.065 8.338 -0.05 -0.05 0.01 -0.384
O -0.485 7.008 9.009 0.07 0.16 0.09 0.127
H -1.808 5.002 9.986 0.02 0.05 0.00 0.127
H -2.511 3.057 8.603 -0.01 -0.02 -0.04 0.124
H -0.668 4.880 5.099 -0.01 0.00 0.01 0.096
H 0.039 6.829 6.475 0.00 0.03 0.05 0.126
C 2.918 1.304 -6.628 -0.02 0.05 0.08 0.021
C 3.075 2.610 -6.822 -0.04 -0.08 0.12 0.023
C 3.581 3.141 -8.112 0.01 -0.06 -0.07 -0.386
O 3.725 4.327 -8.286 0.01 0.21 0.01 0.124
C 3.902 2.159 -9.176 0.01 -0.12 -0.05 0.031
C 3.745 0.852 -8.980 0.02 0.05 -0.07 0.029
C 3.240 0.324 -7.693 0.05 0.02 -0.10 -0.362
O 3.094 -0.867 -7.513 0.20 0.16 -0.08 0.083
H 2.552 0.898 -5.694 0.00 -0.05 -0.02 0.116
H 2.845 3.341 -6.057 0.02 0.05 -0.04 0.119
H 4.269 2.564 -10.110 0.00 0.05 0.02 0.127
H 3.975 0.121 -9.745 -0.01 -0.04 0.03 0.126
C -7.334 -2.435 -3.891 -0.01 -0.18 0.04 0.024
C -8.622 -2.649 -4.144 0.08 -0.03 0.03 0.029
C -9.504 -1.556 -4.620 0.12 -0.05 0.03 -0.386
O -10.674 -1.748 -4.848 -0.27 -0.02 -0.05 0.124
C -8.894 -0.216 -4.803 0.07 0.12 -0.01 0.028
C -7.606 -0.004 -4.549 0.00 0.07 -0.02 0.018
C -6.730 -1.099 -4.075 0.45 0.03 0.08 -0.364
O -5.546 -0.911 -3.842 -0.73 0.41 -0.20 0.062
H -6.672 -3.219 -3.542 0.07 0.06 -0.01 0.121
H -9.083 -3.620 -4.016 -0.05 0.02 -0.02 0.125
H -9.552 0.570 -5.151 -0.05 -0.03 0.00 0.125
H -7.143 0.968 -4.676 0.03 -0.04 0.00 0.119
C 6.871 -3.057 4.588 -0.03 0.12 -0.02 0.031
C 5.580 -2.741 4.617 0.04 0.12 -0.04 0.011
C 4.531 -3.785 4.640 -0.04 -0.04 0.03 -0.386
O 3.353 -3.488 4.663 -0.07 0.08 -0.09 0.083
C 4.971 -5.199 4.631 0.03 -0.09 0.00 0.022
C 6.262 -5.520 4.602 -0.13 -0.03 0.00 0.030
C 7.315 -4.474 4.580 -0.08 -0.03 0.02 -0.385
O 8.486 -4.762 4.555 0.21 -0.04 -0.02 0.127
H 7.651 -2.307 4.570 0.04 -0.04 0.01 0.127
H 5.237 -1.713 4.625 0.00 0.00 0.03 0.105
H 4.189 -5.947 4.648 -0.03 0.03 0.01 0.123
H 6.603 -6.547 4.595 0.05 0.01 0.00 0.126
```
Forces are in eV/Å.